(1)
DFT (ωB97M-V with the def2-TZVPD basis set) results for a cluster of 2 separate species, C15H28ClFO6P2 in total in a non-equilibrium geometry.

Properties
SMILES: C[C@@H](Cl)C[C@]1(P(C)O)OC(=O)O[C@]1(CC(=O)F)P(C)C.CCOCC
E (Eh): -2282.54218
Molar mass (g mol⁻¹): 420.78
Lowest unoccupied orbital energy (hartree): 0.014
E_HOMO (eV): -8.47
Kohn-Sham gap (eV): 8.86

Atoms and positions in Å:
C -2.49019 2.18767 -0.81093
C -1.46968 1.29828 -0.13834
Cl -2.12225 -0.35843 0.01521
C -0.05217 1.35049 -0.73376
C 0.40812 0.25305 -1.68075
P -0.82044 0.15404 -3.13327
C 0.07760 0.44860 -4.69658
O -1.14217 -1.45328 -3.23985
O 0.61024 -1.03711 -1.11269
C 1.45484 -1.66487 -2.01018
O 1.61850 -2.85561 -2.06596
O 2.05881 -0.72578 -2.80257
C 1.87405 0.52297 -2.05858
C 2.17916 1.79179 -2.81601
C 3.46242 1.76585 -3.59141
O 4.26601 2.67381 -3.57291
F 3.67191 0.69472 -4.34403
P 3.13696 0.27181 -0.64717
C 4.54715 -0.61582 -1.40090
C 3.80765 1.92112 -0.19837
H -2.72156 1.85747 -1.80732
H -2.10845 3.19825 -0.81876
H -3.40175 2.15248 -0.23796
H -1.39616 1.67930 0.86490
H 0.03035 2.30419 -1.23169
H 0.63884 1.38972 0.09827
H 1.02282 -0.06025 -4.81040
H -0.58111 0.08889 -5.47296
H 0.15646 1.51359 -4.83544
H -1.89856 -1.57735 -2.66623
H 2.26676 2.60435 -2.12428
H 1.39243 2.06835 -3.50696
H 4.94876 -0.15631 -2.29665
H 5.33211 -0.69060 -0.66736
H 4.26021 -1.62138 -1.65000
H 4.42646 1.84591 0.68077
H 3.00137 2.59340 0.04444
H 4.42074 2.34955 -0.98105
C -3.46931 -2.12017 6.62333
C -2.77161 -1.04870 5.80221
O -1.78878 -1.55261 4.92013
C -2.25431 -2.44930 3.92820
C -3.27352 -1.83926 2.98122
H -2.73712 -2.74819 7.13178
H -4.11722 -1.66041 7.36996
H -4.08816 -2.76914 6.00195
H -2.24095 -0.37005 6.47021
H -3.50416 -0.44331 5.25558
H -2.65082 -3.36031 4.39110
H -1.36945 -2.74485 3.36479
H -4.21378 -1.61336 3.48868
H -3.49400 -2.53052 2.16733
H -2.89306 -0.91266 2.56122

Force components x, y, z for each atom (eV/Å):
C 0.0 -0.4 0.0
C 0.0 0.4 -0.2
Cl 0.0 -0.1 -0.1
C -0.5 -0.9 0.8
C 1.2 1.4 0.3
P -1.0 0.7 -0.3
C -0.1 -0.6 0.3
O 0.6 0.3 -0.2
O -0.3 -0.7 -0.8
C -0.3 -1.6 0.3
O 0.0 1.9 0.0
O 0.1 -0.5 0.4
C 0.7 -0.3 -0.6
C -0.2 -0.7 -0.9
C 1.7 2.5 0.4
O -1.3 -1.8 -0.2
F -0.1 -0.1 -0.2
P -0.5 -0.5 1.8
C -0.2 0.6 -0.7
C 0.2 -0.2 -0.9
H 0.0 0.0 -0.5
H 0.0 0.4 -0.1
H -0.4 0.2 0.3
H 0.1 -0.2 0.6
H 0.1 0.3 -0.5
H 0.3 -0.1 0.3
H 0.3 0.0 0.0
H -0.4 -0.1 -0.2
H 0.1 0.4 -0.2
H -0.3 -0.5 0.2
H 0.1 0.4 0.4
H -0.1 0.0 -0.2
H 0.2 0.1 -0.2
H 0.2 0.2 0.4
H -0.3 -0.4 -0.1
H 0.1 -0.3 0.4
H -0.4 0.3 0.1
H 0.1 0.3 -0.2
C 0.0 -0.1 -0.1
C -0.1 0.0 0.1
O 0.2 0.0 0.0
C 0.0 -0.1 -0.1
C -0.2 0.0 0.3
H 0.0 0.0 0.0
H 0.0 0.0 0.0
H 0.0 0.0 0.0
H 0.1 0.0 0.0
H 0.0 0.0 0.0
H 0.0 0.0 0.0
H 0.1 0.1 0.1
H 0.0 -0.1 0.0
H 0.0 0.0 0.0
H 0.1 0.0 0.0

***

(2)
DFT (ωB97M-V with the def2-TZVPD basis set) results for an isolated molecule of C3H2N4O in a non-equilibrium geometry.

Properties
SMILES: c1noc2nn[nH]c12
E (Eh): -409.67424
Molar mass (g mol⁻¹): 110.08
Lowest unoccupied orbital energy (hartree): 0.017
Relative energy (zero: lowest compared OMol25 entry of this formula, charge and spin) (kcal per mole): 33.86
E_HOMO (eV): -9.97
Kohn-Sham gap (eV): 10.45

Atoms and positions in Å:
C 0.77168 0.76503 -1.39081
C -0.22089 0.29342 0.49701
C 0.21903 -0.35432 -0.63207
H 1.27113 0.88757 -2.31889
H 0.13989 -2.55990 -0.88400
N 0.65722 1.84025 -0.68391
N -0.80262 -0.57265 1.36521
N -0.64785 -1.75823 0.87241
N -0.06243 -1.68151 -0.37243
O -0.00503 1.58157 0.51115

Force components x, y, z for each atom (eV/Å):
C -0.4 -1.2 1.2
C -0.7 -2.3 -0.1
C 0.2 0.4 0.0
H 0.2 -0.3 -0.6
H -0.3 1.2 0.6
N -0.1 1.3 -0.1
N 0.7 -0.1 0.1
N -0.1 0.1 -1.0
N 0.1 0.3 0.2
O 0.3 0.7 -0.3

***

(3)
DFT (ωB97M-V with the def2-TZVPD basis set) results for an isolated molecule of C16H17N3O3S2 in a non-equilibrium geometry.

Properties
SMILES: Cc1ccc(C(=O)NC(=S)NNS(=O)(=O)c2ccc(C)cc2)cc1
E (Eh): -1806.27232
Molar mass (g mol⁻¹): 363.46
Lowest unoccupied orbital energy (hartree): -0.015
Relative energy (zero: lowest compared OMol25 entry of this formula, charge and spin) (kcal per mole): 30.94
E_HOMO (eV): -8.84
Kohn-Sham gap (eV): 8.42

Atoms and positions in Å:
C -5.04501 -0.00282 0.38338
C -3.59396 0.27261 0.61542
C -2.95539 1.31642 -0.04714
C -1.61721 1.58694 0.16174
C -0.87640 0.81041 1.05136
C -1.52224 -0.21809 1.73892
C -2.85682 -0.48648 1.51856
H -3.33665 -1.29283 2.05350
H -0.94922 -0.80287 2.44200
C 0.56715 0.98765 1.33139
O 1.09102 0.51946 2.32680
N 1.24825 1.69211 0.36915
C 2.56799 2.08202 0.20185
N 3.58948 1.60102 0.93466
N 3.66787 0.39799 1.61641
S 3.99806 -0.92868 0.59627
O 4.18707 -2.05843 1.44735
O 5.05402 -0.49066 -0.26481
C 2.49060 -1.11367 -0.34648
C 2.35275 -0.46043 -1.55456
C 1.13102 -0.50234 -2.20595
C 0.05916 -1.19913 -1.65803
C 0.23647 -1.87692 -0.45384
C 1.44811 -1.82897 0.21024
H 1.60816 -2.33677 1.14792
H -0.58677 -2.43561 -0.03449
C -1.26549 -1.24317 -2.35322
H -1.37944 -2.19444 -2.87262
H -1.34894 -0.44462 -3.08544
H -2.07752 -1.15431 -1.63460
H 1.01045 0.01500 -3.14604
H 3.19712 0.06892 -1.96780
H 2.84510 0.25097 2.21209
H 4.50224 1.93354 0.63749
S 2.84010 3.25802 -0.92197
H 0.67600 2.11495 -0.35363
H -1.18090 2.42877 -0.35712
H -3.51846 1.92808 -0.73686
H -5.33043 0.24314 -0.63677
H -5.64680 0.60920 1.05579
H -5.28054 -1.04597 0.57910

Force components x, y, z for each atom (eV/Å):
C -0.1 0.0 0.0
C 0.1 0.1 0.0
C -0.1 -0.1 0.0
C 0.2 -0.1 0.2
C -0.6 -0.1 0.2
C 0.2 0.2 0.0
C 0.0 0.1 -0.1
H 0.0 -0.1 0.0
H 0.1 -0.1 0.1
C 0.4 0.0 0.1
O -0.2 0.0 0.1
N -0.2 0.0 0.0
C -0.1 0.5 -0.1
N 0.2 -0.1 -0.1
N 0.2 -1.0 -0.1
S -0.1 0.3 0.0
O -0.4 0.0 0.2
O -0.2 0.2 -0.2
C 0.7 0.0 0.2
C 0.2 -0.1 -0.2
C 0.0 -0.1 0.1
C 0.1 0.0 0.0
C 0.2 0.0 0.0
C -0.1 -0.2 0.0
H -0.1 -0.1 0.1
H -0.1 -0.1 0.1
C 0.0 -0.1 0.0
H -0.1 -0.1 -0.1
H -0.1 0.1 -0.1
H -0.1 0.0 0.0
H 0.0 0.1 -0.1
H 0.1 0.1 -0.1
H 0.1 0.1 -0.1
H -0.3 0.1 0.1
S 0.2 0.3 -0.3
H 0.3 -0.2 0.1
H 0.0 0.1 -0.1
H -0.1 0.1 -0.1
H -0.1 0.0 -0.1
H -0.1 0.0 0.0
H -0.1 -0.1 0.0